(1)
Density functional theory data (ωB97M-V/def2-TZVPD) for a 15-piece molecular cluster, C39H108O15 overall.

Bonds (Å) are listed after each position.
Positions of all 162 atoms, in Å:
1 C 8.251 -3.039 -3.687  C2 1.548, H5 1.090, H6 1.090, H7 1.090
2 C 8.470 -3.787 -5.025  C1 1.548, C3 1.545, O4 1.442, H8 1.090
3 C 9.863 -4.453 -5.071  C2 1.545, H9 1.090, H10 1.090, H11 1.090
4 O 7.444 -4.795 -5.129  C2 1.442, H12 0.960
5 H 8.428 -3.739 -2.871  C1 1.090
6 H 7.251 -2.614 -3.606  C1 1.090
7 H 8.970 -2.219 -3.685  C1 1.090
8 H 8.379 -3.125 -5.885  C2 1.090
9 H 10.639 -3.795 -4.681  C3 1.090
10 H 10.070 -4.738 -6.103  C3 1.090
11 H 9.883 -5.341 -4.439  C3 1.090
12 H 6.663 -4.471 -5.582  O4 0.960
13 C 4.041 -7.677 -0.155  C14 1.532, H17 1.090, H18 1.090, H19 1.090
14 C 5.253 -8.614 -0.135  C13 1.532, C15 1.540, O16 1.437, H20 1.090
15 C 4.954 -9.869 0.705  C14 1.540, H21 1.090, H22 1.090, H23 1.090
16 O 5.569 -9.038 -1.471  C14 1.437, H24 0.960
17 H 3.798 -7.428 0.878  C13 1.090
18 H 3.190 -8.150 -0.645  C13 1.090
19 H 4.291 -6.675 -0.506  C13 1.090
20 H 6.155 -8.127 0.236  C14 1.090
21 H 4.200 -10.536 0.286  C15 1.090
22 H 4.743 -9.658 1.753  C15 1.090
23 H 5.873 -10.446 0.603  C15 1.090
24 H 5.719 -8.257 -2.009  O16 0.960
25 C 8.339 4.758 -6.617  C26 1.516, H29 1.090, H30 1.090, H31 1.090
26 C 7.734 3.436 -7.045  C25 1.516, C27 1.518, O28 1.432, H32 1.090
27 C 6.253 3.335 -6.726  C26 1.518, H33 1.090, H34 1.090, H35 1.090
28 O 7.925 3.256 -8.452  C26 1.432, H36 0.960
29 H 7.820 5.534 -7.179  C25 1.090
30 H 9.414 4.668 -6.769  C25 1.090
31 H 8.087 5.026 -5.591  C25 1.090
32 H 8.205 2.547 -6.625  C26 1.090
33 H 5.699 4.208 -7.071  C27 1.090
34 H 6.130 3.289 -5.644  C27 1.090
35 H 5.789 2.457 -7.175  C27 1.090
36 H 7.733 4.057 -8.946  O28 0.960
37 C 7.425 3.706 0.948  C38 1.521, H41 1.090, H42 1.090, H43 1.090
38 C 6.290 4.581 1.457  C37 1.521, C39 1.532, O40 1.403, H44 1.090
39 C 5.344 5.077 0.359  C38 1.532, H45 1.090, H46 1.090, H47 1.090
40 O 5.534 3.849 2.385  C38 1.403, H48 0.960
41 H 6.971 2.755 0.673  C37 1.090
42 H 8.247 3.471 1.625  C37 1.090
43 H 7.818 4.101 0.011  C37 1.090
44 H 6.688 5.505 1.877  C38 1.090
45 H 5.872 5.333 -0.559  C39 1.090
46 H 4.828 5.982 0.682  C39 1.090
47 H 4.618 4.342 0.011  C39 1.090
48 H 4.719 4.351 2.450  O40 0.960
49 C -7.101 7.089 3.949  C50 1.532, H53 1.090, H54 1.090, H55 1.090
50 C -8.039 8.300 3.980  C49 1.532, C51 1.534, O52 1.430, H56 1.090
51 C -8.342 8.917 5.352  C50 1.534, H57 1.090, H58 1.090, H59 1.090
52 O -7.423 9.342 3.220  C50 1.430, H60 0.960
53 H -6.651 6.843 2.987  C49 1.090
54 H -7.596 6.150 4.197  C49 1.090
55 H -6.304 7.273 4.670  C49 1.090
56 H -9.009 8.012 3.576  C50 1.090
57 H -9.015 9.765 5.228  C51 1.090
58 H -7.460 9.220 5.916  C51 1.090
59 H -8.798 8.181 6.015  C51 1.090
60 H -7.947 10.116 3.440  O52 0.960
61 C -6.791 -3.345 8.715  C62 1.526, H65 1.090, H66 1.090, H67 1.090
62 C -7.873 -2.729 7.832  C61 1.526, C63 1.476, O64 1.387, H68 1.090
63 C -8.890 -3.692 7.365  C62 1.476, H69 1.090, H70 1.090, H71 1.090
64 O -8.460 -1.711 8.568  C62 1.387, H72 0.960
65 H -6.332 -4.196 8.212  C61 1.090
66 H -7.253 -3.686 9.642  C61 1.090
67 H -6.005 -2.689 9.088  C61 1.090
68 H -7.387 -2.307 6.952  C62 1.090
69 H -9.649 -3.195 6.761  C63 1.090
70 H -9.389 -4.217 8.179  C63 1.090
71 H -8.535 -4.542 6.782  C63 1.090
72 H -7.772 -1.050 8.673  O64 0.960
73 C -2.806 1.770 -8.471  C74 1.477, H77 1.090, H78 1.090, H79 1.090
74 C -3.102 2.583 -9.669  C73 1.477, C75 1.490, O76 1.409, H80 1.090
75 C -4.107 1.883 -10.517  C74 1.490, H81 1.090, H82 1.090, H83 1.090
76 O -3.671 3.771 -9.168  C74 1.409, H84 0.960
77 H -2.313 2.364 -7.701  C73 1.090
78 H -2.106 0.982 -8.749  C73 1.090
79 H -3.666 1.284 -8.011  C73 1.090
80 H -2.216 2.893 -10.222  C74 1.090
81 H -4.955 1.520 -9.936  C75 1.090
82 H -3.575 1.007 -10.887  C75 1.090
83 H -4.364 2.542 -11.346  C75 1.090
84 H -2.925 4.316 -8.909  O76 0.960
85 C -0.410 0.435 -0.582  C86 1.538, H89 1.090, H90 1.090, H91 1.090
86 C -0.844 0.213 0.877  C85 1.538, C87 1.470, O88 1.382, H92 1.090
87 C -2.306 0.155 1.016  C86 1.470, H93 1.090, H94 1.090, H95 1.090
88 O -0.411 -1.037 1.280  C86 1.382, H96 0.960
89 H -0.729 1.402 -0.972  C85 1.090
90 H -0.890 -0.251 -1.280  C85 1.090
91 H 0.650 0.299 -0.800  C85 1.090
92 H -0.447 0.981 1.540  C86 1.090
93 H -2.719 1.054 0.559  C87 1.090
94 H -2.662 0.192 2.046  C87 1.090
95 H -2.681 -0.746 0.530  C87 1.090
96 H 0.498 -1.030 1.587  O88 0.960
97 C 5.046 -3.784 5.933  C98 1.540, H101 1.090, H102 1.090, H103 1.090
98 C 5.868 -2.646 5.301  C97 1.540, C99 1.545, O100 1.355, H104 1.090
99 C 7.164 -3.144 4.623  C98 1.545, H105 1.090, H106 1.090, H107 1.090
100 O 5.098 -2.090 4.334  C98 1.355, H108 0.960
101 H 5.334 -3.920 6.975  C97 1.090
102 H 5.154 -4.706 5.362  C97 1.090
103 H 3.964 -3.654 5.968  C97 1.090
104 H 6.121 -1.927 6.080  C98 1.090
105 H 6.966 -3.613 3.660  C99 1.090
106 H 7.697 -3.844 5.266  C99 1.090
107 H 7.917 -2.356 4.577  C99 1.090
108 H 5.497 -1.242 4.130  O100 0.960
109 C -9.649 -1.576 -0.549  C110 1.506, H113 1.090, H114 1.090, H115 1.090
110 C -9.819 -0.643 -1.719  C109 1.506, C111 1.534, O112 1.424, H116 1.090
111 C -8.678 -0.801 -2.733  C110 1.534, H117 1.090, H118 1.090, H119 1.090
112 O -11.058 -1.076 -2.273  C110 1.424, H120 0.960
113 H -10.589 -1.632 0.000  C109 1.090
114 H -8.919 -1.244 0.189  C109 1.090
115 H -9.446 -2.586 -0.905  C109 1.090
116 H -9.933 0.331 -1.244  C110 1.090
117 H -8.512 -1.854 -2.961  C111 1.090
118 H -7.735 -0.570 -2.238  C111 1.090
119 H -8.870 -0.238 -3.646  C111 1.090
120 H -11.195 -0.567 -3.075  O112 0.960
121 C 1.532 8.756 -4.875  C122 1.522, H125 1.090, H126 1.090, H127 1.090
122 C 0.362 7.788 -4.974  C121 1.522, C123 1.544, O124 1.394, H128 1.090
123 C -0.541 7.707 -3.724  C122 1.544, H129 1.090, H130 1.090, H131 1.090
124 O -0.411 8.057 -6.103  C122 1.394, H132 0.960
125 H 2.177 8.604 -4.010  C121 1.090
126 H 1.206 9.795 -4.928  C121 1.090
127 H 2.210 8.618 -5.718  C121 1.090
128 H 0.832 6.834 -5.210  C122 1.090
129 H -1.247 8.530 -3.614  C123 1.090
130 H -0.033 7.625 -2.763  C123 1.090
131 H -1.129 6.804 -3.887  C123 1.090
132 H -0.741 8.959 -6.109  O124 0.960
133 C -4.419 -8.542 2.393  C134 1.511, H137 1.090, H138 1.090, H139 1.090
134 C -3.722 -7.264 2.798  C133 1.511, C135 1.507, O136 1.394, H140 1.090
135 C -2.680 -7.381 3.881  C134 1.507, H141 1.090, H142 1.090, H143 1.090
136 O -3.021 -6.821 1.677  C134 1.394, H144 0.960
137 H -5.033 -8.937 3.202  C133 1.090
138 H -3.663 -9.257 2.070  C133 1.090
139 H -5.050 -8.239 1.557  C133 1.090
140 H -4.494 -6.536 3.046  C134 1.090
141 H -1.803 -7.856 3.442  C135 1.090
142 H -3.059 -8.026 4.674  C135 1.090
143 H -2.413 -6.441 4.363  C135 1.090
144 H -2.505 -6.099 2.043  O136 0.960
145 C -0.031 0.156 8.714  O146 1.449, H147 1.090, H148 1.090, H149 1.090
146 O -0.284 0.649 10.054  C145 1.449, H150 0.960
147 H -0.583 0.829 8.057  C145 1.090
148 H 1.012 0.312 8.439  C145 1.090
149 H -0.218 -0.913 8.623  C145 1.090
150 H 0.489 0.670 10.623  O146 0.960
151 C 0.679 6.192 6.563  O152 1.401, H153 1.090, H154 1.090, H155 1.090
152 O 0.798 6.098 5.170  C151 1.401, H156 0.960
153 H 1.391 5.609 7.148  C151 1.090
154 H 0.715 7.203 6.970  C151 1.090
155 H -0.300 5.861 6.909  C151 1.090
156 H 0.222 6.745 4.755  O152 0.960
157 C -1.201 -5.844 -4.499  O158 1.381, H159 1.090, H160 1.090, H161 1.090
158 O -2.326 -6.562 -4.144  C157 1.381, H162 0.960
159 H -1.350 -5.255 -5.404  C157 1.090
160 H -0.859 -5.266 -3.641  C157 1.090
161 H -0.446 -6.572 -4.796  C157 1.090
162 H -2.280 -6.670 -3.191  O158 0.960

Its gap between HOMO and LUMO is 10.1 eV. The calculation puts the energy above the lowest of the compared OMol25 structures with the same formula, charge and spin at 626.91 kJ/mol. The largest force on an atom is 2.89 eV Å⁻¹. The value obtained for the lowest unoccupied orbital energy is 0.0035 Eh. The total charge is 0.

Atomic partial charges in e from the Mulliken method, atoms 1 to 8: number 1, C, carries -1.14; number 2, C, carries 0.42; number 3, C, carries -1.25; number 4, O, carries -0.56; number 5, H, carries 0.28; number 6, H, carries 0.32; number 7, H, carries 0.34; number 8, H, carries 0.28

***

(2)
Density functional theory data (ωB97M-V/def2-TZVPD) for an isolated ion of composition C3H6N2O2 and charge +1.

Bonds (Å) are listed after each position.
Positions of all 13 atoms, in Å:
1 C -2.130 -0.481 0.422  N2 1.363, O7 1.212, H8 1.100
2 N -0.847 -0.924 0.296  C1 1.363, C3 1.415, H9 1.030
3 C 0.129 -0.403 -0.586  N2 1.415, C4 1.542, H10 1.098, H11 1.089
4 C 1.343 0.141 0.194  C3 1.542, N5 1.348, O6 1.204
5 N 1.909 1.238 -0.349  C4 1.348, H12 1.018, H13 1.014
6 O 1.603 -0.325 1.273  C4 1.204
7 O -2.932 -1.069 1.114  C1 1.212
8 H -2.431 0.350 -0.232  C1 1.100
9 H -0.519 -1.551 1.044  N2 1.030
10 H 0.480 -1.129 -1.330  C3 1.098
11 H -0.308 0.428 -1.138  C3 1.089
12 H 2.354 1.917 0.266  N5 1.018
13 H 1.349 1.806 -0.975  N5 1.014

Its gap between HOMO and LUMO (spin up / spin down) is 11.9 / 5.7 eV. The calculation puts the energy above the lowest of the compared OMol25 structures with the same formula, charge and spin at 58.57 kJ/mol. Its expectation value of S² is 0.772. The largest force on an atom is 2.26 eV Å⁻¹. The value obtained for the lowest unoccupied orbital energy (spin up / spin down) is -0.1457 / -0.3535 Eh. As for the spin multiplicity: 2. The total charge is +1.

Atomic partial charges in e from the Mulliken method, atoms 1 to 8: number 1, C, carries 0.18; number 2, N, carries 0.04; number 3, C, carries -0.52; number 4, C, carries 0.65; number 5, N, carries -0.42; number 6, O, carries -0.46; number 7, O, carries -0.31; number 8, H, carries 0.31

***

(3)
Density functional theory data (ωB97M-V/def2-TZVPD) for a 7-piece molecular cluster, C40H36O25PS2 overall.

Bonds (Å) are listed after each position.
Positions of all 104 atoms, in Å:
1 C -1.961 -3.157 8.100  O2 1.471, H9 1.193, H10 1.170, H11 1.193
2 O -1.810 -1.719 7.829  C1 1.471, C3 1.472
3 C -3.038 -1.120 7.280  O2 1.472, C4 1.653, H12 1.194, H13 1.194
4 C -3.590 -1.842 5.900  C3 1.653, C5 1.641, H14 1.193, H15 1.179
5 C -3.857 -0.697 4.755  C4 1.641, S6 1.886, H16 1.191, H17 1.171
6 S -4.148 -1.614 3.133  C5 1.886, P7 2.187, H18 1.425
7 P -2.254 -2.363 2.339  S6 2.187, S8 1.980, H19 1.452, H20 1.469
8 S -1.735 -4.084 3.171  P7 1.980
9 H -1.560 -3.486 9.174  C1 1.193
10 H -3.055 -3.565 8.028  C1 1.170
11 H -1.258 -3.737 7.330  C1 1.193
12 H -3.892 -0.971 8.100  C3 1.194
13 H -2.744 -0.008 6.957  C3 1.194
14 H -4.620 -2.417 6.071  C4 1.193
15 H -2.854 -2.649 5.458  C4 1.179
16 H -4.855 -0.089 4.981  C5 1.191
17 H -2.993 0.093 4.715  C5 1.171
18 H -4.945 -2.754 3.445  S6 1.425
19 H -2.462 -2.604 0.922  P7 1.452
20 H -1.194 -1.360 2.508  P7 1.469
21 C -6.471 2.244 -0.202  C22 1.334, C27 1.471, H31 1.083
22 C -6.406 1.997 -1.512  C21 1.334, C23 1.489, O30 1.383
23 C -5.229 1.313 -2.113  C22 1.489, O24 1.226, C25 1.471
24 O -5.206 1.083 -3.317  C23 1.226
25 C -4.120 0.938 -1.222  C23 1.471, C26 1.334, H32 1.082
26 C -4.183 1.188 0.088  C25 1.334, C27 1.489, O29 1.383
27 C -5.372 1.848 0.693  C21 1.471, C26 1.489, O28 1.226
28 O -5.409 2.048 1.902  C27 1.226
29 O -3.143 0.842 0.931  C26 1.383, H33 0.982
30 O -7.434 2.369 -2.360  C22 1.383, H34 0.982
31 H -7.322 2.739 0.248  C21 1.083
32 H -3.262 0.457 -1.674  C25 1.082
33 H -3.429 1.125 1.827  O29 0.982
34 H -7.151 2.080 -3.255  O30 0.982
35 C 2.808 2.633 3.552  C36 1.334, C41 1.471, H45 1.083
36 C 3.505 2.412 2.436  C35 1.334, C37 1.489, O44 1.383
37 C 3.105 1.351 1.471  C36 1.489, O38 1.226, C39 1.471
38 O 3.754 1.184 0.444  C37 1.226
39 C 1.928 0.530 1.798  C37 1.471, C40 1.334, H46 1.082
40 C 1.233 0.749 2.916  C39 1.334, C41 1.489, O43 1.383
41 C 1.618 1.828 3.867  C35 1.471, C40 1.489, O42 1.226
42 O 0.948 2.017 4.877  C41 1.226
43 O 0.128 -0.020 3.231  C40 1.383, H47 0.982
44 O 4.627 3.163 2.134  C36 1.383, H48 0.982
45 H 3.086 3.403 4.261  C35 1.083
46 H 1.659 -0.249 1.097  C39 1.082
47 H -0.201 0.334 4.085  O43 0.982
48 H 4.952 2.813 1.277  O44 0.982
49 C 8.407 -1.132 3.450  C50 1.334, C55 1.471, H59 1.083
50 C 7.415 -0.354 3.886  C49 1.334, C51 1.489, O58 1.383
51 C 6.246 -0.033 3.021  C50 1.489, O52 1.226, C53 1.471
52 O 5.340 0.669 3.456  C51 1.226
53 C 6.228 -0.580 1.655  C51 1.471, C54 1.334, H60 1.082
54 C 7.222 -1.356 1.218  C53 1.334, C55 1.489, O57 1.383
55 C 8.378 -1.698 2.092  C49 1.471, C54 1.489, O56 1.226
56 O 9.267 -2.428 1.669  C55 1.226
57 O 7.214 -1.870 -0.065  C54 1.383, H61 0.982
58 O 7.437 0.184 5.160  C50 1.383, H62 0.982
59 H 9.262 -1.375 4.068  C49 1.083
60 H 5.381 -0.325 1.032  C53 1.082
61 H 8.038 -2.399 -0.140  O57 0.982
62 H 6.610 0.708 5.236  O58 0.982
63 C 4.838 7.582 -1.221  C64 1.334, C69 1.471, H73 1.083
64 C 5.922 7.897 -0.509  C63 1.334, C65 1.489, O72 1.383
65 C 6.771 6.844 0.115  C64 1.489, O66 1.226, C67 1.471
66 O 7.771 7.163 0.748  C65 1.226
67 C 6.362 5.440 -0.052  C65 1.471, C68 1.334, H74 1.082
68 C 5.276 5.126 -0.761  C67 1.334, C69 1.489, O71 1.383
69 C 4.444 6.177 -1.408  C63 1.471, C68 1.489, O70 1.226
70 O 3.462 5.856 -2.069  C69 1.226
71 O 4.885 3.809 -0.920  C68 1.383, H75 0.982
72 O 6.298 9.215 -0.326  C64 1.383, H76 0.982
73 H 4.214 8.337 -1.682  C63 1.083
74 H 6.977 4.686 0.422  C67 1.082
75 H 4.074 3.843 -1.473  O71 0.982
76 H 7.113 9.180 0.221  O72 0.982
77 C -5.790 -2.852 -5.551  C78 1.334, C83 1.471, H87 1.083
78 C -5.049 -2.151 -4.691  C77 1.334, C79 1.489, O86 1.383
79 C -4.511 -2.771 -3.448  C78 1.489, O80 1.226, C81 1.471
80 O -3.817 -2.107 -2.686  C79 1.226
81 C -4.846 -4.179 -3.180  C79 1.471, C82 1.334, H88 1.082
82 C -5.590 -4.879 -4.038  C81 1.334, C83 1.489, O85 1.383
83 C -6.104 -4.266 -5.294  C77 1.471, C82 1.489, O84 1.226
84 O -6.770 -4.941 -6.072  C83 1.226
85 O -5.910 -6.201 -3.791  C82 1.383, H89 0.982
86 O -4.752 -0.821 -4.924  C78 1.383, H90 0.982
87 H -6.185 -2.415 -6.459  C77 1.083
88 H -4.464 -4.612 -2.264  C81 1.082
89 H -6.454 -6.485 -4.558  O85 0.982
90 H -4.203 -0.538 -4.160  O86 0.982
91 C 0.022 -2.285 -8.726  C92 1.334, C97 1.471, H101 1.083
92 C 0.594 -1.569 -7.755  C91 1.334, C93 1.489, O100 1.383
93 C 0.148 -1.690 -6.340  C92 1.489, O94 1.226, C95 1.471
94 O 0.706 -1.034 -5.467  C93 1.226
95 C -0.966 -2.605 -6.044  C93 1.471, C96 1.334, H102 1.082
96 C -1.540 -3.317 -7.015  C95 1.334, C97 1.489, O99 1.383
97 C -1.076 -3.217 -8.426  C91 1.471, C96 1.489, O98 1.226
98 O -1.611 -3.898 -9.293  C97 1.226
99 O -2.589 -4.177 -6.744  C96 1.383, H103 0.982
100 O 1.624 -0.689 -8.030  C92 1.383, H104 0.982
101 H 0.338 -2.208 -9.759  C91 1.083
102 H -1.292 -2.670 -5.013  C95 1.082
103 H -2.829 -4.576 -7.609  O99 0.982
104 H 1.869 -0.295 -7.165  O100 0.982

Its gap between HOMO and LUMO is 6.9 eV. The largest force on an atom is 4.12 eV Å⁻¹. The value obtained for the lowest unoccupied orbital energy is -0.1603 Eh. The total charge is +1.

Atomic partial charges in e from the Mulliken method, atoms 1 to 8: number 1, C, carries -0.58; number 2, O, carries -0.35; number 3, C, carries -0.55; number 4, C, carries -0.11; number 5, C, carries -0.52; number 6, S, carries -0.06; number 7, P, carries 0.32; number 8, S, carries -0.30

***

| no. | electronic energy (a.u.) |
| --- | --- |
| 1 | -2679.0701 |
| 2 | -377.5678 |
| 3 | -4564.1118 |